i) The following is a quantum chemistry calculation of a cluster of 8 separate species, C32H88N8O8 in total, from OMol25.

Results
* HOMO energy: -8.6 eV
* HOMO-LUMO gap: 9.1 eV
* spin multiplicity: 1
* net charge: 0

Element x y z (Å)
C 1.01069 -0.87869 -4.33398
C 2.08469 0.15367 -3.99216
C 2.88231 0.56185 -5.22670
O 3.62999 -0.56913 -5.65716
C 4.71000 -0.26003 -6.53470
N 1.43983 1.37809 -3.45013
H 1.45232 -1.82239 -4.66096
H 0.28975 -0.50948 -5.06480
H 0.44700 -1.04186 -3.41260
H 2.81892 -0.33263 -3.31604
H 3.57776 1.38303 -4.95069
H 2.21905 0.99141 -5.99965
H 5.17287 -1.22775 -6.72389
H 5.45065 0.37988 -6.02416
H 4.42016 0.26822 -7.45731
H 0.87746 1.16765 -2.63698
H 2.06947 2.16062 -3.37537
C -0.96800 -4.10392 4.15761
C -0.26645 -3.91585 5.48014
C 0.10071 -2.45129 5.75962
O 1.17347 -2.07905 4.94404
C 1.55709 -0.72325 5.15726
N -1.13859 -4.40014 6.60132
H -0.46281 -3.74378 3.26490
H -1.88808 -3.50596 4.29286
H -1.32002 -5.13330 3.97613
H 0.70382 -4.41532 5.45921
H 0.39071 -2.37430 6.82237
H -0.73193 -1.71377 5.69894
H 2.28686 -0.52870 4.37744
H 1.98548 -0.59739 6.16238
H 0.68857 -0.07535 5.01404
H -0.75364 -4.10553 7.47597
H -1.45989 -5.34630 6.49680
C 4.71973 -7.80675 -1.22114
C 3.49197 -7.41207 -0.41909
C 2.95114 -6.02952 -0.78127
O 3.98721 -5.06886 -0.42977
C 3.83001 -3.81717 -1.12876
N 2.37178 -8.35435 -0.54792
H 5.61762 -7.18207 -1.16676
H 4.36051 -7.84404 -2.25389
H 4.97548 -8.83636 -0.96938
H 3.75365 -7.40846 0.64344
H 2.02343 -5.80972 -0.23817
H 2.79442 -5.98450 -1.87187
H 2.80898 -3.41464 -1.04713
H 4.07039 -3.99805 -2.18182
H 4.50652 -3.06551 -0.72653
H 2.05571 -8.50376 -1.49828
H 2.51213 -9.30089 -0.23606
C 2.08789 -0.24655 -0.14135
C 0.60105 -0.24594 -0.33968
C -0.04972 -1.22230 0.58576
O -1.42138 -1.38594 0.21271
C -2.17203 -2.22434 1.06568
N 0.12127 1.15659 -0.23978
H 2.46314 -0.07693 0.87672
H 2.44786 0.58874 -0.75285
H 2.56508 -1.14528 -0.54355
H 0.44167 -0.56144 -1.38252
H -0.05127 -0.77973 1.59537
H 0.47237 -2.19622 0.59608
H -1.62849 -3.14875 1.25411
H -3.12002 -2.44042 0.56479
H -2.41745 -1.70974 2.00539
H 0.53073 1.57788 0.58649
H -0.85715 1.17438 -0.00584
C -3.19175 2.66360 -5.14793
C -1.80982 2.73608 -4.51435
C -1.87409 2.33885 -3.05358
O -2.41160 3.32618 -2.21226
C -1.48741 4.28481 -1.87169
N -0.87853 1.95440 -5.30682
H -3.50489 1.62017 -5.26997
H -3.11718 3.10510 -6.14429
H -3.97994 3.15275 -4.58432
H -1.45978 3.77761 -4.54658
H -0.89044 2.02771 -2.68586
H -2.54947 1.47038 -2.97542
H -0.65913 3.89869 -1.26101
H -1.98396 5.05487 -1.26989
H -1.07030 4.79986 -2.75171
H -1.11035 0.97274 -5.32236
H 0.02410 1.94471 -4.83821
C 1.51658 5.41989 0.10479
C 2.54790 4.26320 0.02811
C 2.90618 3.59730 1.27641
O 1.84179 2.82779 1.72658
C 2.06540 2.15440 2.93414
N 2.13566 3.31699 -1.07717
H 1.82448 6.35848 0.56375
H 0.56188 5.08807 0.51603
H 1.32088 5.62397 -0.95217
H 3.49391 4.72432 -0.31015
H 3.17478 4.36618 2.01510
H 3.78380 2.94580 1.10570
H 1.26257 1.44090 3.15600
H 2.04772 2.87799 3.76652
H 3.02368 1.61009 2.95106
H 2.81619 2.59558 -1.22431
H 1.20391 2.95842 -0.90863
C -0.69356 4.27009 3.57054
C -1.49779 3.18303 2.95432
C -2.77478 3.00103 3.64495
O -2.65590 2.55919 4.96626
C -2.48851 1.20117 5.14345
N -1.74462 3.54045 1.54282
H 0.27899 4.31525 3.04457
H -0.44352 4.15331 4.62294
H -1.22563 5.23053 3.46730
H -0.90361 2.23916 3.04106
H -3.40534 2.30568 3.06424
H -3.32224 3.94442 3.67681
H -3.25126 0.60366 4.61255
H -2.54959 1.01868 6.21355
H -1.51665 0.83895 4.76362
H -0.84536 3.73224 1.11852
H -2.06412 2.73808 1.01175
C -4.85690 2.57935 0.27185
C -4.32657 1.18144 0.22131
C -5.00380 0.45428 -0.90864
O -4.91246 -0.97343 -0.70596
C -5.48348 -1.69674 -1.75507
N -2.87646 1.18525 0.10029
H -4.75897 3.08349 -0.69042
H -4.35442 3.19784 1.00611
H -5.90435 2.54051 0.60214
H -4.55404 0.66502 1.16725
H -4.46712 0.70618 -1.84073
H -6.05335 0.77006 -1.07195
H -5.43735 -2.77445 -1.58577
H -5.02396 -1.50195 -2.73636
H -6.55857 -1.43236 -1.90002
H -2.52247 0.25047 -0.01106
H -2.66943 1.72566 -0.72463

Here are the Mulliken charges for atoms 1 to 99, given in e: number 1, C, carries -1.481; number 2, C, carries 0.923; number 3, C, carries -0.942; number 4, O, carries -0.283; number 5, C, carries -0.798; number 6, N, carries 0.067; number 7, H, carries 0.393; number 8, H, carries 0.198; number 9, H, carries 0.341; number 10, H, carries 0.091; number 11, H, carries 0.482; number 12, H, carries 0.378; number 13, H, carries 0.257; number 14, H, carries 0.327; number 15, H, carries 0.291; number 16, H, carries -0.814; number 17, H, carries 0.273; number 18, C, carries -1.226; number 19, C, carries 0.713; number 20, C, carries -0.621; number 21, O, carries -0.316; number 22, C, carries -0.185; number 23, N, carries -0.635; number 24, H, carries 0.138; number 25, H, carries 0.318; number 26, H, carries 0.390; number 27, H, carries 0.131; number 28, H, carries 0.307; number 29, H, carries 0.248; number 30, H, carries 0.125; number 31, H, carries 0.395; number 32, H, carries -0.108; number 33, H, carries 0.205; number 34, H, carries 0.216; number 35, C, carries -1.304; number 36, C, carries 0.425; number 37, C, carries -0.631; number 38, O, carries -0.375; number 39, C, carries -0.635; number 40, N, carries -0.689; number 41, H, carries 0.307; number 42, H, carries 0.279; number 43, H, carries 0.348; number 44, H, carries 0.287; number 45, H, carries 0.329; number 46, H, carries 0.327; number 47, H, carries 0.189; number 48, H, carries 0.350; number 49, H, carries 0.332; number 50, H, carries 0.224; number 51, H, carries 0.245; number 52, C, carries -0.333; number 53, C, carries 1.673; number 54, C, carries -0.775; number 55, O, carries -0.367; number 56, C, carries -0.781; number 57, N, carries 2.270; number 58, H, carries 0.106; number 59, H, carries -0.113; number 60, H, carries -0.155; number 61, H, carries -1.173; number 62, H, carries 0.242; number 63, H, carries 0.436; number 64, H, carries 0.390; number 65, H, carries 0.219; number 66, H, carries 0.204; number 67, H, carries -0.824; number 68, H, carries -0.298; number 69, C, carries -1.698; number 70, C, carries 0.544; number 71, C, carries 0.541; number 72, O, carries -0.244; number 73, C, carries -0.383; number 74, N, carries -0.704; number 75, H, carries 0.334; number 76, H, carries 0.382; number 77, H, carries 0.371; number 78, H, carries 0.413; number 79, H, carries -0.558; number 80, H, carries 0.075; number 81, H, carries -0.075; number 82, H, carries 0.388; number 83, H, carries 0.249; number 84, H, carries 0.341; number 85, H, carries 0.314; number 86, C, carries -1.303; number 87, C, carries 0.266; number 88, C, carries -0.877; number 89, O, carries 0.453; number 90, C, carries -1.234; number 91, N, carries -0.132; number 92, H, carries 0.432; number 93, H, carries 0.171; number 94, H, carries 0.387; number 95, H, carries 0.442; number 96, H, carries 0.261; number 97, H, carries 0.433; number 98, H, carries 0.019; number 99, H, carries 0.458

=====

ii) The following is a quantum chemistry calculation of a cluster of 8 separate species, C32H88N8O8 in total, from OMol25.

Results
* HOMO energy: -8.7 eV
* HOMO-LUMO gap: 9.2 eV
* spin multiplicity: 1
* net charge: 0

Element x y z (Å)
C -2.41227 -3.96059 4.34257
C -1.69697 -2.62874 4.50340
C -2.22593 -1.60414 3.51107
O -3.61770 -1.43614 3.76604
C -4.33175 -0.78360 2.76210
N -1.72215 -2.23549 5.92308
H -2.13486 -4.40300 3.37639
H -3.47134 -3.91733 4.57518
H -2.01213 -4.71328 5.02710
H -0.67274 -2.78249 4.20912
H -2.11385 -2.04409 2.53538
H -1.71382 -0.69271 3.65532
H -3.98115 -1.15683 1.80808
H -4.17854 0.30482 2.75784
H -5.39146 -1.05332 2.83901
H -1.14635 -1.44701 6.22199
H -2.66508 -2.09195 6.26442
C 1.88555 4.95450 1.18467
C 2.69219 5.32026 2.42099
C 3.72027 4.22409 2.73185
O 3.06153 3.01027 3.09792
C 3.93577 1.94791 3.32542
N 3.51172 6.53486 2.11084
H 0.97118 5.56473 1.01711
H 1.63147 3.89647 1.23603
H 2.59010 5.09571 0.34893
H 2.12512 5.36627 3.33469
H 4.33563 4.59987 3.59135
H 4.43361 4.04931 1.89328
H 3.39690 1.09586 3.76063
H 4.72436 2.13502 4.10153
H 4.42162 1.57667 2.38651
H 3.17238 6.97519 1.25991
H 3.36558 7.21212 2.88758
C 2.28911 -1.65534 -5.73853
C 3.61904 -1.84279 -6.40223
C 4.55827 -2.80230 -5.67483
O 5.09940 -2.20778 -4.52603
C 5.98014 -3.07098 -3.85230
N 3.38437 -2.30079 -7.76165
H 2.37969 -1.35370 -4.69936
H 1.61408 -2.53407 -5.80655
H 1.80419 -0.88128 -6.31107
H 4.19378 -0.92622 -6.42836
H 5.32324 -3.20874 -6.30117
H 3.91650 -3.66299 -5.43364
H 6.75087 -3.67164 -4.46702
H 5.44847 -3.84955 -3.30342
H 6.57173 -2.49366 -3.13181
H 2.60410 -1.78056 -8.16765
H 4.16556 -2.12799 -8.37472
C -3.15145 2.84335 2.76733
C -2.89045 2.40080 4.17211
C -1.40404 2.31780 4.44882
O -0.79667 1.20704 3.85133
C 0.57046 1.04936 4.29519
N -3.62863 3.22010 5.15287
H -2.55156 2.27910 2.02097
H -2.94375 3.93903 2.58112
H -4.21100 2.76297 2.42860
H -3.21079 1.36038 4.21355
H -1.40677 2.21583 5.52752
H -0.91497 3.25166 4.18433
H 0.57788 0.81782 5.33072
H 1.17658 1.88963 4.09250
H 1.07991 0.29857 3.67194
H -3.78815 2.71402 6.01995
H -4.53750 3.46170 4.78987
C -3.37240 -3.29621 -0.35764
C -2.22340 -4.07412 -1.03307
C -2.16128 -3.78705 -2.49610
O -1.08311 -4.53054 -3.06011
C -0.90331 -4.17036 -4.40006
N -0.98897 -3.81987 -0.32938
H -3.17083 -2.20554 -0.41305
H -3.27181 -3.55766 0.69736
H -4.37112 -3.49080 -0.79090
H -2.44856 -5.12663 -0.86733
H -1.97189 -2.70289 -2.60697
H -3.08993 -4.04468 -3.01916
H -0.45339 -3.15021 -4.50084
H -1.82376 -4.22100 -4.95921
H -0.21919 -4.90650 -4.84977
H -0.62453 -2.86611 -0.43731
H -0.32059 -4.44469 -0.79508
C 0.71828 1.36621 0.93236
C -0.55550 1.15219 0.07397
C -0.27127 0.62581 -1.34383
O 0.94336 1.25625 -1.88292
C 1.09359 0.79274 -3.21696
N -1.37746 0.18746 0.80114
H 1.47312 1.87213 0.31533
H 1.14834 0.38882 1.16242
H 0.41197 1.92206 1.84196
H -1.08246 2.12981 0.04273
H -1.13101 0.75719 -2.00715
H -0.06782 -0.46453 -1.28936
H 1.16617 -0.34002 -3.18430
H 2.02076 1.25807 -3.58229
H 0.26958 1.09385 -3.83761
H -0.96222 -0.74648 0.85818
H -1.55709 0.50415 1.74000
C -6.03263 0.70695 -1.94888
C -4.57276 0.92643 -1.60426
C -4.14482 2.36610 -1.59220
O -4.75031 3.06315 -0.53956
C -4.23073 4.35223 -0.51150
N -4.32720 0.14185 -0.39212
H -6.65594 1.16567 -1.19466
H -6.33788 -0.35633 -2.05149
H -6.30673 1.10476 -2.93692
H -3.93121 0.45202 -2.34467
H -4.43208 2.78055 -2.56789
H -3.04484 2.36265 -1.55972
H -3.10978 4.41946 -0.35969
H -4.62392 4.79378 0.38713
H -4.48524 4.98092 -1.41370
H -4.81819 0.41601 0.42065
H -3.34654 0.18304 -0.13014
C 3.07131 -1.79924 0.67235
C 3.01130 -1.57182 -0.86298
C 4.39720 -1.25368 -1.32513
O 4.92272 -0.04170 -0.65062
C 4.61436 1.15177 -1.33785
N 2.50169 -2.79212 -1.43365
H 3.42114 -0.89414 1.14450
H 3.81714 -2.61303 0.74183
H 2.06068 -2.13842 0.97618
H 2.32101 -0.76236 -1.05230
H 4.53859 -1.10349 -2.42264
H 4.99163 -2.10515 -0.97774
H 4.82275 1.02455 -2.40991
H 5.38241 1.87676 -1.07199
H 3.64203 1.59335 -1.14726
H 2.55029 -2.82538 -2.42700
H 3.18376 -3.53793 -1.21695

Here are the Mulliken charges for atoms 1 to 99, given in e: number 1, C, carries -1.505; number 2, C, carries -0.002; number 3, C, carries 2.319; number 4, O, carries -0.526; number 5, C, carries 0.393; number 6, N, carries -0.651; number 7, H, carries 0.328; number 8, H, carries 0.252; number 9, H, carries 0.429; number 10, H, carries 0.423; number 11, H, carries -0.269; number 12, H, carries -1.422; number 13, H, carries -0.245; number 14, H, carries -0.297; number 15, H, carries 0.413; number 16, H, carries 0.211; number 17, H, carries 0.278; number 18, C, carries -1.047; number 19, C, carries 0.684; number 20, C, carries -1.031; number 21, O, carries -0.031; number 22, C, carries -0.639; number 23, N, carries -0.683; number 24, H, carries 0.279; number 25, H, carries -0.220; number 26, H, carries 0.513; number 27, H, carries 0.317; number 28, H, carries 0.328; number 29, H, carries 0.356; number 30, H, carries 0.180; number 31, H, carries 0.346; number 32, H, carries 0.177; number 33, H, carries 0.249; number 34, H, carries 0.262; number 35, C, carries -0.919; number 36, C, carries 0.783; number 37, C, carries -1.085; number 38, O, carries -0.224; number 39, C, carries -0.806; number 40, N, carries -0.750; number 41, H, carries -0.335; number 42, H, carries 0.401; number 43, H, carries 0.456; number 44, H, carries 0.242; number 45, H, carries 0.476; number 46, H, carries 0.330; number 47, H, carries 0.331; number 48, H, carries 0.326; number 49, H, carries 0.261; number 50, H, carries 0.244; number 51, H, carries 0.243; number 52, C, carries -1.245; number 53, C, carries 1.496; number 54, C, carries -1.435; number 55, O, carries 0.347; number 56, C, carries -1.359; number 57, N, carries -0.815; number 58, H, carries -0.014; number 59, H, carries 0.431; number 60, H, carries 0.446; number 61, H, carries -0.210; number 62, H, carries 0.351; number 63, H, carries 0.379; number 64, H, carries 0.580; number 65, H, carries 0.425; number 66, H, carries 0.244; number 67, H, carries 0.303; number 68, H, carries 0.271; number 69, C, carries -0.758; number 70, C, carries 0.153; number 71, C, carries -0.467; number 72, O, carries -0.340; number 73, C, carries -0.548; number 74, N, carries -0.501; number 75, H, carries -0.150; number 76, H, carries 0.157; number 77, H, carries 0.457; number 78, H, carries 0.360; number 79, H, carries 0.068; number 80, H, carries 0.476; number 81, H, carries 0.075; number 82, H, carries 0.346; number 83, H, carries 0.282; number 84, H, carries -0.027; number 85, H, carries 0.359; number 86, C, carries -1.060; number 87, C, carries 0.506; number 88, C, carries -0.184; number 89, O, carries -0.396; number 90, C, carries -0.657; number 91, N, carries 1.172; number 92, H, carries 0.376; number 93, H, carries -0.443; number 94, H, carries 0.524; number 95, H, carries -0.178; number 96, H, carries 0.251; number 97, H, carries -0.051; number 98, H, carries 0.026; number 99, H, carries 0.377

=====

If you had to bet on the most stable structure above, which would it be? Bet on i).